No. 1
The following is a DFT calculation (ωB97M-V with the def2-TZVPD basis set) of a cluster of 2 separate species, C3H10N2 in total at a distorted geometry.

As for the multiplicity: 1. Its structure (SMILES) is C=CN.CN. The HOMO energy comes out at -8.5 eV. The value obtained for the HOMO-LUMO gap is 9.4241 eV.

Positions of all 15 atoms, in Å:
1 C -1.61 -2.18 0.97
2 C -1.30 -0.90 1.22
3 N -0.94 0.12 0.32
4 H -2.30 -2.39 0.14
5 H -1.89 -2.94 1.71
6 H -0.74 -0.77 2.17
7 H -0.34 -0.17 -0.43
8 H -0.55 0.87 0.86
9 C 1.13 1.59 -1.40
10 N 2.18 0.95 -0.64
11 H 1.41 2.32 -2.18
12 H 0.61 0.88 -2.07
13 H 0.40 2.11 -0.77
14 H 3.01 1.50 -0.76
15 H 2.36 0.00 -0.91


No. 2
The following is a DFT calculation (ωB97M-V with the def2-TZVPD basis set) of a cluster of 2 separate species, C3H10N2 in total at a distorted geometry.

As for the multiplicity: 2. The HOMO energy (spin up / spin down) comes out at -15.2 / -15.2 eV. As for the net charge: +1. The value obtained for the HOMO-LUMO gap (spin up / spin down) is 10.2595 / 5.6583 eV.

Positions of all 15 atoms, in Å:
1 C 0.37 -0.59 1.84
2 C -1.05 -0.26 1.77
3 H 0.91 0.10 2.54
4 H 0.68 -0.42 0.78
5 H 0.61 -1.65 2.13
6 H -1.44 -0.44 2.76
7 H -1.25 0.83 1.56
8 H -1.60 -0.85 1.10
9 N 0.64 1.02 -1.22
10 C 0.46 0.32 -2.37
11 N -0.45 -0.60 -2.62
12 H 1.53 1.41 -1.03
13 H 0.07 0.95 -0.41
14 H 0.82 0.84 -3.26
15 H -0.30 -0.66 -3.56


No. 3
The following is a DFT calculation (ωB97M-V with the def2-TZVPD basis set) of the ion C3H10N2 with charge +1 at a distorted geometry.

As for the multiplicity: 2. The HOMO energy (spin up / spin down) comes out at -14.5 / -13.4 eV. As for the net charge: +1. The value obtained for the HOMO-LUMO gap (spin up / spin down) is 11.2923 / 4.7371 eV.

Positions of all 15 atoms, in Å:
1 N 1.07 2.12 0.13
2 C 1.13 0.82 -0.40
3 C 0.16 -0.19 0.37
4 C -0.68 -1.04 -0.58
5 N -1.70 -1.74 0.20
6 H 0.67 2.85 -0.46
7 H 0.85 2.26 1.11
8 H 0.70 0.84 -1.41
9 H 2.16 0.46 -0.35
10 H -0.47 0.41 1.04
11 H 0.71 -0.80 1.08
12 H -1.22 -0.46 -1.32
13 H -0.06 -1.81 -1.03
14 H -1.31 -2.56 0.65
15 H -2.02 -1.15 0.96


No. 4
The following is a DFT calculation (ωB97M-V with the def2-TZVPD basis set) of a cluster of 2 separate species, C3H10N2 in total at a distorted geometry.

As for the multiplicity: 2. The HOMO energy (spin up / spin down) comes out at -14.4 / -14.4 eV. As for the net charge: +1. The value obtained for the HOMO-LUMO gap (spin up / spin down) is 6.7833 / 6.5950 eV.

Positions of all 15 atoms, in Å:
1 C -1.13 0.79 0.39
2 C 0.46 0.76 0.17
3 C 1.10 -0.56 0.70
4 N 0.73 -1.56 -0.33
5 N -1.85 -0.17 -0.50
6 H -1.35 0.59 1.45
7 H -1.37 1.84 0.18
8 H 0.61 0.53 -0.93
9 H 0.95 1.63 0.60
10 H 0.80 -0.77 1.74
11 H 2.19 -0.41 0.74
12 H 1.22 -2.47 -0.32
13 H 0.72 0.19 -1.75
14 H -2.04 0.39 -1.34
15 H -1.03 -0.79 -0.79


No. 5
The following is a DFT calculation (ωB97M-V with the def2-TZVPD basis set) of a cluster of 2 separate species, C3H10N2O in total at a distorted geometry.

As for the multiplicity: 1. Its structure (SMILES) is C/C(N)=C/N.O. The HOMO energy comes out at -7.2 eV. The value obtained for the HOMO-LUMO gap is 7.9993 eV.

Positions of all 16 atoms, in Å:
1 C 1.39 -0.76 -1.70
2 C 0.49 -0.13 -0.69
3 N -0.87 -0.58 -0.66
4 C 0.94 0.57 0.36
5 N 0.13 1.46 1.08
6 H 2.26 -0.13 -1.83
7 H 0.91 -0.92 -2.68
8 H 1.56 -1.83 -1.50
9 H -1.52 0.19 -0.49
10 H -1.19 -0.96 -1.54
11 H 1.92 0.46 0.82
12 H 0.60 1.98 1.78
13 H -0.60 1.98 0.61
14 O -2.39 -0.46 2.25
15 H -2.01 -0.02 1.48
16 H -1.64 -0.84 2.71


No. 6
The following is a DFT calculation (ωB97M-V with the def2-TZVPD basis set) of a cluster of 2 separate species, C3H10N2O in total at a distorted geometry.

As for the multiplicity: 1. Its structure (SMILES) is [H]/N=C/NCC.O. The HOMO energy comes out at -9.0 eV. The value obtained for the HOMO-LUMO gap is 9.9208 eV.

Positions of all 16 atoms, in Å:
1 H -0.82 0.66 -1.15
2 N -0.45 -0.03 -0.51
3 C 0.49 0.43 0.20
4 N 1.17 -0.33 1.14
5 C 2.52 -0.81 0.93
6 C 3.48 -0.41 2.04
7 H 0.69 1.52 0.19
8 H 0.56 -0.90 1.72
9 H 2.45 -1.90 0.82
10 H 2.85 -0.48 -0.06
11 H 3.25 -1.02 2.91
12 H 4.50 -0.57 1.73
13 H 3.27 0.61 2.36
14 O -6.18 1.00 -3.25
15 H -5.42 0.70 -3.74
16 H -6.12 0.77 -2.32


| no. | DFT total energy (eV) |
| --- | --- |
| 1 | -6251.397 |
| 2 | -6242.683 |
| 3 | -6244.117 |
| 4 | -6239.413 |
| 5 | -8299.657 |
| 6 | -8299.926 |